# 1
ORCA calculation (ωB97M-V with the def2-TZVPD basis set) on a molecular structure, C30H21MoN3OS2.

Geometry (Å):
Mo (0.519, 0.628, 0.239)
N (3.869, -1.084, 2.008)
C (4.054, 0.106, 2.714)
C (5.023, 0.494, 3.629)
C (4.891, 1.765, 4.150)
C (3.833, 2.610, 3.778)
C (2.873, 2.216, 2.869)
C (3.004, 0.939, 2.333)
N (2.213, 0.245, 1.410)
C (2.776, -0.956, 1.259)
C (2.161, -1.899, 0.343)
C (2.467, -3.171, -0.012)
S (1.338, -3.739, -1.161)
C (0.532, -2.252, -1.130)
N (1.049, -1.383, -0.299)
H (4.457, -1.901, 2.062)
H (5.835, -0.157, 3.922)
H (5.618, 2.120, 4.867)
H (3.772, 3.594, 4.221)
H (2.053, 2.866, 2.596)
H (3.273, -3.798, 0.332)
H (-0.331, -2.037, -1.743)
C (1.053, 2.297, -9.204)
C (0.661, 3.737, -9.030)
O (-0.193, 4.304, -9.626)
S (1.664, 4.703, -7.797)
C (1.413, 3.784, -6.334)
C (0.204, 3.131, -6.050)
C (0.025, 2.492, -4.848)
C (1.051, 2.505, -3.881)
C (2.259, 3.171, -4.161)
C (2.436, 3.794, -5.373)
C (0.844, 1.888, -2.644)
C (0.627, 1.332, -1.559)
H (0.811, 1.726, -8.306)
H (2.126, 2.222, -9.366)
H (0.504, 1.891, -10.051)
H (-0.608, 3.159, -6.765)
H (-0.911, 1.998, -4.628)
H (3.050, 3.186, -3.423)
H (3.369, 4.294, -5.593)
C (-2.087, 3.928, 2.806)
C (-0.956, 3.791, 1.968)
C (-0.688, 2.586, 1.386)
C (-1.537, 1.459, 1.589)
C (-1.283, 0.200, 0.959)
C (-2.130, -0.868, 1.166)
C (-3.254, -0.713, 1.987)
C (-3.505, 0.488, 2.607)
C (-2.661, 1.607, 2.434)
C (-2.914, 2.867, 3.033)
H (-2.297, 4.888, 3.257)
H (-0.318, 4.644, 1.782)
H (0.155, 2.616, 0.662)
H (-1.935, -1.831, 0.709)
H (-3.923, -1.549, 2.143)
H (-4.374, 0.589, 3.246)
H (-3.786, 2.979, 3.665)

Values from the calculation:
- lowest unoccupied orbital energy (alpha / beta) (eV) = -7.8 / -7.8
- gap between HOMO and LUMO (alpha / beta) (Eh) = 0.191 / 0.191
- charge = +2
- E (eV) = -61477.887
- HOMO level (alpha / beta) (eV) = -12.969 / -12.971
- strongest force on any atom (eV Å⁻¹) = 0.7

=====

# 2
ORCA calculation (ωB97M-V with the def2-TZVPD basis set) on a molecular structure, C30H22BiN3O2P.

Geometry (Å):
Bi (10.213, 13.683, 11.912)
N (15.091, 7.452, 5.276)
C (14.519, 8.277, 5.831)
C (13.902, 9.287, 6.649)
C (13.368, 10.482, 6.102)
C (12.780, 11.426, 6.902)
C (12.642, 11.161, 8.266)
C (13.092, 9.977, 8.796)
C (13.738, 9.040, 7.997)
C (11.893, 12.070, 9.158)
C (10.531, 11.845, 9.202)
C (9.733, 10.895, 8.553)
C (8.407, 11.185, 8.800)
C (8.423, 12.220, 9.736)
N (9.667, 12.697, 9.939)
C (12.616, 13.019, 9.931)
C (13.884, 13.509, 9.536)
C (14.120, 14.641, 10.263)
C (13.078, 14.770, 11.154)
N (12.134, 13.835, 10.909)
H (13.454, 10.684, 5.024)
H (12.390, 12.356, 6.520)
H (12.984, 9.726, 9.857)
H (14.112, 8.121, 8.444)
H (10.123, 10.144, 7.907)
H (7.513, 10.718, 8.484)
H (7.563, 12.746, 10.101)
H (14.421, 13.057, 8.749)
H (14.935, 15.362, 10.206)
H (12.964, 15.511, 11.902)
O (10.661, 16.918, 14.548)
C (10.356, 16.270, 13.600)
O (11.044, 15.186, 13.197)
C (9.159, 16.666, 12.732)
P (9.467, 16.100, 11.081)
C (10.756, 17.203, 10.367)
C (11.573, 17.950, 11.186)
C (12.561, 18.800, 10.673)
C (12.651, 18.937, 9.290)
C (11.865, 18.157, 8.440)
C (10.909, 17.274, 8.978)
C (7.934, 16.256, 10.115)
C (7.857, 15.618, 8.919)
C (6.760, 15.735, 8.053)
C (5.692, 16.512, 8.475)
C (5.762, 17.186, 9.709)
C (6.889, 17.025, 10.535)
H (9.006, 17.759, 12.792)
H (8.227, 16.156, 13.025)
H (11.514, 17.915, 12.281)
H (13.195, 19.416, 11.315)
H (13.370, 19.624, 8.889)
H (11.980, 18.254, 7.343)
H (10.288, 16.673, 8.322)
H (8.645, 14.927, 8.595)
H (6.754, 15.328, 7.031)
H (4.841, 16.721, 7.839)
H (4.970, 17.803, 10.062)
H (6.931, 17.595, 11.463)

Values from the calculation:
- lowest unoccupied orbital energy (eV) = -4.3
- gap between HOMO and LUMO (Eh) = 0.256
- charge = +1
- E (eV) = -55154.339
- ΔE to the lowest compared entry with this formula, charge and spin (kcal/mol) = 0.0
- HOMO level (eV) = -11.235
- strongest force on any atom (eV Å⁻¹) = 3.0

=====

- Among the records above, which one has the highest charge?
  C30H21MoN3OS2

=====

Repeat the first record exactly.
ORCA calculation (ωB97M-V with the def2-TZVPD basis set) on a molecular structure, C30H21MoN3OS2.

Geometry (Å):
Mo (0.519, 0.628, 0.239)
N (3.869, -1.084, 2.008)
C (4.054, 0.106, 2.714)
C (5.023, 0.494, 3.629)
C (4.891, 1.765, 4.150)
C (3.833, 2.610, 3.778)
C (2.873, 2.216, 2.869)
C (3.004, 0.939, 2.333)
N (2.213, 0.245, 1.410)
C (2.776, -0.956, 1.259)
C (2.161, -1.899, 0.343)
C (2.467, -3.171, -0.012)
S (1.338, -3.739, -1.161)
C (0.532, -2.252, -1.130)
N (1.049, -1.383, -0.299)
H (4.457, -1.901, 2.062)
H (5.835, -0.157, 3.922)
H (5.618, 2.120, 4.867)
H (3.772, 3.594, 4.221)
H (2.053, 2.866, 2.596)
H (3.273, -3.798, 0.332)
H (-0.331, -2.037, -1.743)
C (1.053, 2.297, -9.204)
C (0.661, 3.737, -9.030)
O (-0.193, 4.304, -9.626)
S (1.664, 4.703, -7.797)
C (1.413, 3.784, -6.334)
C (0.204, 3.131, -6.050)
C (0.025, 2.492, -4.848)
C (1.051, 2.505, -3.881)
C (2.259, 3.171, -4.161)
C (2.436, 3.794, -5.373)
C (0.844, 1.888, -2.644)
C (0.627, 1.332, -1.559)
H (0.811, 1.726, -8.306)
H (2.126, 2.222, -9.366)
H (0.504, 1.891, -10.051)
H (-0.608, 3.159, -6.765)
H (-0.911, 1.998, -4.628)
H (3.050, 3.186, -3.423)
H (3.369, 4.294, -5.593)
C (-2.087, 3.928, 2.806)
C (-0.956, 3.791, 1.968)
C (-0.688, 2.586, 1.386)
C (-1.537, 1.459, 1.589)
C (-1.283, 0.200, 0.959)
C (-2.130, -0.868, 1.166)
C (-3.254, -0.713, 1.987)
C (-3.505, 0.488, 2.607)
C (-2.661, 1.607, 2.434)
C (-2.914, 2.867, 3.033)
H (-2.297, 4.888, 3.257)
H (-0.318, 4.644, 1.782)
H (0.155, 2.616, 0.662)
H (-1.935, -1.831, 0.709)
H (-3.923, -1.549, 2.143)
H (-4.374, 0.589, 3.246)
H (-3.786, 2.979, 3.665)

Values from the calculation:
- lowest unoccupied orbital energy (alpha / beta) (eV) = -7.8 / -7.8
- gap between HOMO and LUMO (alpha / beta) (Eh) = 0.191 / 0.191
- charge = +2
- E (eV) = -61477.887
- HOMO level (alpha / beta) (eV) = -12.969 / -12.971
- strongest force on any atom (eV Å⁻¹) = 0.7